Entry 1:
Entry from the Open Molecules 2025 dataset: a molecular structure, C4H11NO3 (ωB97M-V with the def2-TZVPD basis set).

Gap between HOMO and LUMO, eV: 6.634
Spin multiplicity: 1
LUMO level, eV: -2.2810

CARTESIAN COORDINATES (ANGSTROEM)
C -0.68624 0.78669 1.00013
C -0.95852 0.61737 -0.51645
C 0.07499 -0.41607 -1.16116
N -0.92601 1.83659 -1.05155
C 2.74296 -0.79542 1.10082
O 1.85722 -1.25814 1.76204
O 2.93428 -0.90928 -0.26321
H -1.16734 1.67914 1.39958
H -1.06212 -0.08929 1.53435
H 0.39976 0.95955 1.07127
H -2.04569 -0.02302 -0.63354
H 0.78492 0.37693 -1.36787
H 0.34177 -1.27852 -0.55859
H -0.34592 -0.73851 -2.11158
H -1.60057 2.13697 -1.75341
H 3.52546 -0.35311 1.74085
H 2.15196 -0.27167 0.01009
H -3.47956 -1.03741 -0.17807
O -2.54134 -1.22279 -0.02371

---

Entry 2:
Entry from the Open Molecules 2025 dataset: a single C2H4N2O molecule (ωB97M-V with the def2-TZVPD basis set).

SMILES string: [H]/N=C/N=C/O
Gap between HOMO and LUMO, eV: 10.679
Spin multiplicity: 1
LUMO level, eV: 0.7721

CARTESIAN COORDINATES (ANGSTROEM)
N -0.24260 1.02961 1.84158
C -0.05045 0.05769 1.04949
N -0.06053 0.30093 -0.29912
C 0.13852 -0.53480 -1.24422
O 0.06478 0.09586 -2.40229
H -0.20332 0.69317 2.80024
H 0.12827 -0.98308 1.34017
H -0.11954 0.95146 -1.85721
H 0.34487 -1.61085 -1.22863

---

Entry 3:
Entry from the Open Molecules 2025 dataset: a molecular structure, C24H62Mn2N3O15S4 (ωB97M-V with the def2-TZVPD basis set).

<S²>: 30.01
Gap between HOMO and LUMO (alpha / beta), eV: 6.719 / 7.146
Spin multiplicity: 11
Total charge: +3
LUMO level (alpha / beta), eV: -10.2182 / -10.1741

CARTESIAN COORDINATES (ANGSTROEM)
Mn 3.42757 0.41102 0.53446
Mn -2.07251 1.11103 -1.88162
N 0.06070 0.68668 0.51000
O -0.42535 0.82058 -0.58693
O -0.80130 0.59394 1.36464
O 1.26937 0.65644 0.69456
C -1.68022 1.92297 -5.14605
C -1.46723 0.40972 -4.83095
N -0.71429 0.10430 -3.53499
C -0.54622 -1.29954 -3.40052
C 0.32740 -1.90319 -2.24779
C 0.61138 0.72651 -3.64219
C 1.47950 0.35854 -4.80364
H -0.82309 2.13100 -5.78648
H -1.57534 2.62358 -4.31765
H -2.53041 2.16386 -5.78420
H -2.35908 -0.21534 -4.78607
H -0.84650 0.08645 -5.66659
H -1.49668 -1.80480 -3.22894
H -0.12039 -1.71013 -4.31605
H 0.40559 -2.99018 -2.26880
H 1.26686 -1.35153 -2.21327
H -0.05745 -1.67134 -1.25470
H 1.19647 0.51728 -2.74665
H 0.54612 1.81340 -3.59197
H 1.11374 0.81196 -5.72492
H 1.54013 -0.70279 -5.04444
H 2.52094 0.65081 -4.66920
C 4.83779 -1.37665 4.62016
C 4.41144 -0.98908 3.18679
N 3.35792 0.00689 2.92401
C 3.85755 1.26863 3.45115
C 2.82407 2.44152 3.41602
C 2.10643 -0.43926 3.58884
C 1.51516 -1.66654 2.94312
H 5.18491 -0.57284 5.26939
H 5.57766 -2.16929 4.50871
H 3.98406 -1.76089 5.17836
H 5.34726 -0.54038 2.85360
H 4.42154 -1.91532 2.61226
H 4.24775 1.31136 4.46802
H 4.71107 1.63552 2.88107
H 2.15843 2.41873 2.55318
H 2.22814 2.44623 4.32868
H 3.38072 3.37783 3.37633
H 1.44891 0.42734 3.51975
H 2.24846 -0.51152 4.66712
H 0.71154 -2.01433 3.59223
H 2.30356 -2.41615 2.87526
H 1.14487 -1.51155 1.92973
O -2.53488 3.46335 1.49319
S -3.40981 2.35883 1.11017
O -3.09744 1.52087 -0.07430
O -3.54733 1.31126 2.38764
C -2.89985 1.70263 3.65317
C -2.88738 0.45187 4.63384
C -5.12652 3.06927 1.14141
H -3.21416 2.62551 4.14060
H -1.87615 1.97172 3.39291
H -2.78138 0.73428 5.68127
H -2.10095 -0.28709 4.48035
H -3.84027 -0.07333 4.56857
H -5.24550 3.86822 0.40955
H -5.20664 3.45903 2.15618
H -5.81843 2.22962 1.07546
O -0.29665 5.58095 -1.74212
S -0.23019 4.18599 -1.40863
O -1.35780 3.28546 -1.81363
O 1.07172 3.60405 -2.11175
C 2.20474 4.55923 -2.25213
C 3.12611 3.94025 -3.18891
C 0.36026 4.10849 0.31084
H 2.71365 4.72566 -1.30270
H 1.96243 5.56329 -2.60034
H 2.75571 3.97105 -4.21358
H 3.31906 2.90736 -2.89908
H 4.04314 4.52928 -3.17491
H -0.24325 3.28426 0.69099
H 0.03866 4.96492 0.90346
H 1.40132 3.80799 0.42908
O -2.52598 -3.50575 -1.30669
S -3.08925 -2.28205 -0.76609
O -2.78465 -1.00436 -1.47207
O -4.71660 -2.48817 -0.68782
C -5.51314 -1.37589 -0.87123
C -6.83816 -1.74764 -0.21949
C -2.79204 -2.30390 1.05228
H -5.61537 -1.22655 -1.94610
H -4.95083 -0.54045 -0.45416
H -7.33649 -2.56592 -0.73929
H -7.59358 -0.96864 -0.32255
H -6.65319 -1.96769 0.83192
H -1.77232 -2.66932 1.17367
H -3.60311 -2.87129 1.50870
H -2.89359 -1.26478 1.36535
O 2.97040 -1.64502 0.10246
S 3.05610 -3.08720 -0.05508
O 3.92461 -3.87232 0.77773
O 1.52398 -3.65872 0.07848
C 1.30504 -5.06112 -0.12088
C 0.41004 -5.57389 1.06138
C 3.53533 -3.49443 -1.80466
H 2.24638 -5.60253 -0.02685
H 0.84071 -5.34186 -1.06623
H 0.00250 -6.58058 0.96873
H -0.41102 -4.87150 1.20494
H 0.95950 -5.60304 2.00231
H 2.80145 -3.12015 -2.51841
H 3.51267 -4.57099 -1.97379
H 4.45914 -2.95996 -2.02606

---

Entry 4:
Entry from the Open Molecules 2025 dataset: a molecular structure, C25H55BrO7Si2 (ωB97M-V with the def2-TZVPD basis set).

Gap between HOMO and LUMO, eV: 9.645
Spin multiplicity: 1
LUMO level, eV: 0.6316

CARTESIAN COORDINATES (ANGSTROEM)
C -3.63340 -7.29285 -0.27961
C -3.42904 -5.86141 -0.72814
O -4.66109 -5.15737 -0.64988
C -4.59020 -3.91968 0.03300
C -3.89023 -2.82432 -0.78276
Si -3.21764 -1.38262 0.20342
O -1.56922 -1.38238 0.32195
Si -0.68637 -2.69572 0.80316
C 0.59221 -2.09330 2.02621
C 0.00004 -1.73966 3.39164
O -0.52039 -2.86736 4.08229
C 0.10333 -3.57194 -0.65227
C 1.49129 -3.07670 -1.05809
C 2.32925 -4.11677 -1.76318
Br 1.28551 -1.50085 -2.21639
H -4.52675 -7.70281 -0.75163
H -3.75831 -7.35541 0.80198
H -2.77735 -7.90860 -0.56456
H -2.68122 -5.36291 -0.09798
H -3.05693 -5.83231 -1.75896
H -5.62463 -3.63535 0.23021
H -4.10215 -4.06244 1.00781
H -4.60552 -2.39268 -1.49072
H -3.10428 -3.27139 -1.39992
H -3.60333 -0.11483 -0.45011
H -3.79420 -1.39649 1.57030
H -1.61513 -3.64330 1.47415
H 1.36659 -2.86325 2.15639
H 1.09095 -1.20477 1.62289
H -0.83461 -1.04429 3.27361
H 0.75521 -1.23852 4.00883
H 0.04885 -3.63127 3.90694
H -0.57314 -3.49481 -1.50915
H 0.16937 -4.64188 -0.41093
H 2.03071 -2.67058 -0.20306
H 1.78378 -4.53157 -2.61169
H 2.55218 -4.93379 -1.07144
H 3.26812 -3.70737 -2.13058
C 6.63807 -4.45388 -4.79715
C 6.55914 -5.92106 -5.21761
C 5.45580 -6.43926 -4.30307
O 4.56905 -5.34109 -4.08866
C 5.16951 -4.13044 -4.55170
H 7.08821 -3.80745 -5.54907
H 7.21006 -4.35462 -3.87254
H 6.25469 -5.99920 -6.26301
H 7.49550 -6.46291 -5.09236
H 5.86304 -6.76815 -3.34079
H 4.88847 -7.26380 -4.73655
H 4.67437 -3.81189 -5.47485
H 5.01898 -3.35528 -3.79870
C -1.32372 2.38776 -0.06851
C -0.60302 3.73394 -0.05783
C -0.26802 3.88421 1.41889
O -0.06118 2.56319 1.92188
C -0.52522 1.60592 0.96497
H -1.33221 1.90130 -1.04321
H -2.35669 2.52063 0.25760
H 0.31082 3.68602 -0.65400
H -1.21660 4.54992 -0.43259
H -1.10230 4.34662 1.96254
H 0.63170 4.47706 1.59294
H 0.33828 1.11153 0.50414
H -1.11324 0.84814 1.48214
C -4.42561 5.46094 2.61237
C -4.16884 6.72424 1.79090
C -3.33552 6.17104 0.64145
O -3.79170 4.83398 0.42785
C -4.62199 4.42318 1.51446
H -5.28728 5.53753 3.27405
H -3.54939 5.21531 3.21592
H -5.11026 7.13327 1.41903
H -3.64970 7.50635 2.34341
H -2.27189 6.15559 0.90345
H -3.45177 6.72958 -0.28824
H -5.66492 4.39303 1.18131
H -4.32671 3.41621 1.81456
C 3.93173 7.31902 1.93247
C 2.73733 7.40010 2.88275
C 1.57422 7.47941 1.90113
O 1.97509 6.73720 0.75031
C 3.37077 6.44460 0.81768
H 4.82403 6.89296 2.38893
H 4.18115 8.31086 1.55045
H 2.66790 6.48951 3.48101
H 2.77309 8.25285 3.55929
H 1.37108 8.51571 1.61003
H 0.65233 7.04413 2.29165
H 3.50672 5.38152 1.04475
H 3.81438 6.64822 -0.15758

---

Entry 5:
Entry from the Open Molecules 2025 dataset: 10 unconnected molecules or ions with the total composition H20O10 (ωB97M-V with the def2-TZVPD basis set).

SMILES string: O.O.O.O.O.O.O.O.O.O
Gap between HOMO and LUMO, eV: 10.476
Spin multiplicity: 1
LUMO level, eV: -0.0996

CARTESIAN COORDINATES (ANGSTROEM)
O -0.01880 -1.46040 3.28063
H 0.39520 -2.32640 3.13663
H 0.59020 -0.78440 3.01263
O 0.09220 -1.96040 -2.35137
H 0.03320 -1.40240 -1.59237
H -0.77280 -2.13140 -2.69737
O 1.96620 0.78260 -0.81037
H 1.17020 0.32460 -0.50637
H 2.43120 0.07360 -1.25337
O -1.53480 0.57160 2.12463
H -1.70680 -0.01240 2.81863
H -2.24680 0.51660 1.50563
O 1.69920 -2.09040 0.73763
H 1.00720 -1.45040 0.82363
H 2.28120 -1.78740 0.02063
O 1.38620 0.65760 2.11663
H 1.99720 1.21160 2.63063
H 2.01320 0.29960 1.49463
O 0.53420 3.36360 1.85263
H 1.37920 3.58460 1.48963
H 0.54120 2.44560 1.81463
O -1.49280 1.14260 -2.54937
H -0.72480 1.32860 -3.06237
H -1.79180 2.08660 -2.45437
O -2.22080 -1.24240 -3.88537
H -3.02480 -1.58040 -3.52037
H -2.07380 -0.38440 -3.48337
O -0.35980 -0.22540 -0.32937
H -0.59180 0.17460 0.53763
H -0.95680 0.27460 -0.90137

---

Entry 6:
Entry from the Open Molecules 2025 dataset: 2 unconnected molecules or ions with the total composition C2HCl2IO (ωB97M-V with the def2-TZVPD basis set).

Gap between HOMO and LUMO (alpha / beta), eV: 8.521 / 5.652
Spin multiplicity: 1
LUMO level (alpha / beta), eV: -1.8620 / -3.4991

CARTESIAN COORDINATES (ANGSTROEM)
C 0.79481 0.48922 -0.33246
C 0.40799 -0.72861 0.21118
O 1.27615 0.66503 -1.42491
Cl 0.35438 -2.14355 -0.63152
Cl -0.18174 -0.76233 1.80017
I -3.30828 1.15117 0.06302
H 0.65668 1.32907 0.31452

---

Entry 7:
Entry from the Open Molecules 2025 dataset: a molecular structure, C40H66AgBN6O5P (ωB97M-V with the def2-TZVPD basis set).

Gap between HOMO and LUMO, eV: 7.101
Spin multiplicity: 1
Total charge: -1
LUMO level, eV: 2.2754

CARTESIAN COORDINATES (ANGSTROEM)
Ag 0.44868 0.74526 -0.06932
C -0.30889 6.05592 0.99625
C -0.05614 5.10465 -0.12521
C -0.42694 5.18945 -1.43495
C 0.05137 3.99043 -2.03810
N 0.69582 3.26299 -1.16508
N 0.63931 3.92886 0.01789
B 1.25226 3.46698 1.23839
N 2.31336 2.49484 1.28490
N 2.55850 1.58346 0.28264
C 3.64102 0.92489 0.62330
C 4.12692 1.39724 1.87638
C 3.25983 2.36660 2.27485
C 3.30686 3.20387 3.50880
C 4.28784 -0.13418 -0.22433
C 3.48903 -0.38372 -1.50354
C 4.37665 -1.42751 0.59637
C 5.70039 0.35058 -0.58737
N -1.50646 2.05998 1.01292
N -1.75220 1.23825 -0.04556
C -2.99736 0.75615 0.06405
C -3.58940 1.28224 1.21759
C -2.60187 2.09722 1.77827
C -2.67817 2.93752 3.01743
C -3.58458 -0.21598 -0.93174
C -3.66072 -1.62271 -0.31262
C -4.99895 0.23809 -1.31745
C -2.71395 -0.29629 -2.18894
C -0.06639 3.57582 -3.47976
C -1.43305 3.99033 -4.03416
C 1.04295 4.28411 -4.27279
C 0.10349 2.05769 -3.58842
H -0.93223 6.87607 0.64598
H 0.62370 6.47071 1.38320
H -0.82057 5.54939 1.81624
H -0.98655 5.98623 -1.89655
H 1.03025 4.07766 2.22312
H 5.00873 1.06805 2.40049
H 4.29633 3.12906 3.95589
H 2.57646 2.85671 4.24130
H 3.10371 4.25172 3.29077
H 2.48180 -0.72302 -1.25968
H 3.97535 -1.16649 -2.08936
H 3.41881 0.52585 -2.10481
H 3.38888 -1.87021 0.70388
H 4.80049 -1.24163 1.58653
H 5.00253 -2.15704 0.07808
H 5.65277 1.29496 -1.13481
H 6.19614 -0.38953 -1.21859
H 6.30837 0.50226 0.30746
H -4.58935 1.11751 1.59142
H -3.61360 2.74790 3.54461
H -2.63247 4.00356 2.77625
H -1.84896 2.71146 3.69090
H -4.14590 -1.59665 0.66617
H -2.65662 -2.03772 -0.19951
H -4.23401 -2.29042 -0.96396
H -5.66517 0.22489 -0.45191
H -5.41435 -0.42791 -2.07941
H -4.97724 1.25418 -1.71648
H -1.70457 -0.61403 -1.92259
H -2.65139 0.67758 -2.68056
H -3.14063 -1.02022 -2.88980
H -1.53873 5.07702 -4.06136
H -2.23497 3.58229 -3.41627
H -1.55136 3.61167 -5.05139
H 0.96714 5.36836 -4.16212
H 0.97227 4.03904 -5.33566
H 2.02190 3.97015 -3.90676
H -0.63770 1.54841 -2.96895
H 1.08612 1.76101 -3.21983
H -0.00660 1.73310 -4.62551
C -0.82575 -5.09432 2.06495
C -0.56646 -5.02276 0.55902
C -1.80948 -5.52004 -0.18468
C 0.64339 -5.89410 0.21541
O -0.35378 -3.63348 0.28077
P 0.46139 -2.95992 -0.96052
O 1.85985 -3.44702 -1.05306
O 0.18662 -1.49708 -0.86808
O -0.44613 -3.57479 -2.18879
C -0.01904 -3.59330 -3.55907
C 1.00769 -4.70596 -3.80224
C -1.28621 -3.88797 -4.35955
C 0.55686 -2.23815 -3.97660
H -1.00698 -6.12766 2.36427
H -1.69699 -4.49026 2.32570
H 0.04229 -4.71539 2.60902
H -2.00222 -6.56565 0.06533
H -1.65914 -5.41975 -1.25643
H -2.67391 -4.91550 0.09766
H 0.49144 -6.90409 0.60217
H 1.54349 -5.46407 0.65305
H 0.78736 -5.93627 -0.86287
H 0.55134 -5.68484 -3.63315
H 1.83593 -4.57684 -3.10861
H 1.37959 -4.66405 -4.82852
H -1.69541 -4.85703 -4.06729
H -1.05875 -3.90481 -5.42680
H -2.03817 -3.12211 -4.16175
H 1.47840 -2.04896 -3.42464
H -0.15045 -1.44270 -3.73622
H 0.76920 -2.22830 -5.04722
C -1.25636 -1.10813 2.36004
C -0.20795 -0.26507 3.00296
O 0.73316 0.19154 2.38408
C -0.33775 0.03392 4.46171
C 0.15549 1.24127 4.94794
C 0.04782 1.55759 6.29065
C -0.53801 0.65602 7.16974
C -1.00826 -0.56179 6.69780
C -0.91600 -0.86987 5.34985
H -1.40503 -0.73638 1.34652
H -2.19496 -1.08871 2.90930
H -0.89826 -2.13246 2.24938
H 0.60224 1.92270 4.23462
H 0.41982 2.50730 6.65576
H -0.62618 0.90283 8.22045
H -1.45129 -1.27261 7.38426
H -1.27230 -1.82596 4.98662

---

E: -439.19637; -263.31345; -6138.13260; -4665.24975; -764.38139; -1370.04113; -2782.01794 (Eh)
Max |F|: 0.110; 0.039; 0.096; 0.009; 0.056; 0.032; 0.019 (hartree/bohr)
M: 121.1; 72.1; 870.9; 603.8; 180.2; 238.8; 860.7 (g/mol)